Entry 1:
This record from the OMol25 dataset describes the molecule C20H22N4O2. The level of theory is ωB97M-V with the def2-TZVPD basis set.

Last column: natural (NBO) charge in e.
Geometry (Å):
H: 0.019 2.255 4.600  0.24
H: 1.408 3.027 -4.025  0.21
H: 0.196 3.047 6.947  0.22
H: -1.631 -1.064 -0.265  0.20
C: 0.130 1.991 6.732  -0.21
H: 1.919 -0.667 -1.599  0.21
N: -0.180 0.502 2.717  -0.29
H: 1.694 -2.283 0.232  0.20
H: 0.460 4.650 -5.452  0.17
C: 0.967 -2.298 -0.582  -0.22
H: 0.307 -3.505 1.732  0.22
C: -0.455 -2.817 1.348  -0.26
H: 0.219 1.412 8.792  0.22
H: -0.109 -1.783 5.975  0.22
C: -0.041 -0.728 6.194  -0.21
H: -1.998 -1.404 -2.690  0.21
H: -0.931 -2.827 -2.661  0.18
H: -1.248 -1.059 -4.703  0.21
H: 0.610 -0.174 -0.491  0.22
N: 0.017 -0.971 -2.368  -0.43
O: 0.060 2.854 -6.411  -0.50
C: 0.057 -0.285 7.500  -0.20
H: 1.329 1.367 -2.286  0.21
C: -1.124 -1.846 -2.205  -0.21
C: 0.142 1.071 7.770  -0.20
H: -2.332 -2.663 -0.619  0.20
C: 0.098 1.967 -5.363  0.26
C: 0.776 1.181 -3.192  -0.22
C: 0.029 0.010 -3.335  0.15
C: -0.651 0.802 -5.518  -0.23
H: -1.434 -3.252 1.584  0.22
C: 0.815 2.141 -4.189  -0.29
C: 0.032 1.561 5.424  -0.19
C: 0.918 -0.919 -1.239  -0.24
C: -0.159 -0.244 3.779  0.44
C: -0.054 0.196 5.151  -0.05
O: -0.252 -1.561 3.455  -0.41
N: -0.292 -0.319 1.656  -0.32
C: -1.436 -2.043 -0.725  -0.24
H: 0.629 4.587 -7.224  0.20
C: -0.681 -0.158 -4.532  -0.24
H: 1.871 3.841 -6.190  0.17
H: 0.067 -1.000 8.309  0.22
C: -0.332 -1.530 2.106  0.45
N: -0.332 -2.739 -0.082  -0.44
H: 1.305 -3.031 -1.325  0.20
H: -1.202 0.664 -6.436  0.22
C: 0.799 4.041 -6.297  -0.25

Its SMILES is COc1ccc(N2CCN(Cc3nnc(-c4ccccc4)o3)CC2)cc1. The relative energy (zero: lowest compared OMol25 entry of this formula, charge and spin) is 65.5 kcal per mole. The value obtained for the HOMO energy is -6.95 eV. As for the frontier orbital gap: 7.3 eV. The multiplicity is 1.


Entry 2:
This record from the OMol25 dataset describes C20H22N4O2Pt as an isolated structure. The level of theory is ωB97M-V with the def2-TZVPD basis set.

Last column: Löwdin spin population.
Geometry (Å):
C: 4.137 -2.689 -1.334  0.00
N: 2.111 -1.353 -0.485  0.12
C: -3.924 2.355 4.045  0.00
H: -2.613 0.216 -2.521  0.00
H: -4.699 2.847 3.450  0.00
C: -5.157 -2.649 -0.155  0.00
H: 4.700 -2.759 -0.388  0.00
C: 1.243 0.041 -2.912  0.12
C: -0.352 -2.069 0.761  0.10
H: 2.326 0.004 -3.044  0.00
H: 0.954 6.100 -1.008  0.00
C: -1.531 0.157 -2.639  0.07
H: -1.730 1.008 4.842  0.01
C: -0.900 -1.077 -2.777  0.31
N: -0.071 3.196 -0.345  0.02
H: -3.751 2.310 1.249  0.00
C: -2.890 1.730 3.161  0.00
H: -3.454 3.096 4.706  0.00
C: -2.943 1.798 1.765  0.11
H: 0.816 6.043 0.783  0.00
H: 3.846 -3.696 -1.671  0.00
H: -5.101 -3.449 0.592  0.00
H: 0.003 -0.073 3.352  0.01
H: -0.652 6.255 -0.221  0.00
C: 1.684 1.187 0.767  0.10
H: -5.928 -1.930 0.149  0.00
C: -1.821 1.069 3.762  0.31
C: 2.946 -1.898 -1.087  0.02
N: -2.901 -1.367 -0.398  0.03
H: 1.206 2.191 -2.762  0.01
C: 0.331 5.767 -0.164  0.00
C: -0.775 1.335 -2.637  0.07
H: 0.972 -2.106 -3.039  0.00
O: 2.308 2.133 0.988  0.03
C: 0.610 1.276 -2.774  0.31
H: -1.927 1.224 -0.084  0.01
H: -5.418 -3.075 -1.133  0.00
C: 0.488 -1.137 -2.911  0.12
O: -0.921 -3.048 0.985  0.03
H: -1.282 2.293 -2.519  0.00
C: 0.146 4.332 -0.239  0.01
C: -3.885 -1.964 -0.262  0.01
Pt: 0.618 -0.407 0.476  1.34
C: -1.943 1.197 1.007  0.26
H: -4.389 1.589 4.681  0.00
N: -0.937 0.556 1.615  0.19
H: 4.754 -2.205 -2.104  0.00
H: -1.482 -2.000 -2.769  0.01
C: -0.853 0.475 2.956  0.26

The value obtained for the HOMO energy (alpha / beta) is -20.25 / -22.27 eV. As for the frontier orbital gap (alpha / beta): 6.8 / 4.9 eV. The expectation value of S² is 6.042. The total charge is +4. The multiplicity is 5.


Entry 3:
This record from the OMol25 dataset describes C20H22N4O2Re as an isolated structure. The level of theory is ωB97M-V with the def2-TZVPD basis set.

Last column: Löwdin spin population.
Geometry (Å):
H: 0.369 4.596 -2.274  0.00
H: -2.161 -2.516 -2.214  0.00
N: 2.462 2.166 -1.935  0.00
O: -0.756 -2.401 1.229  0.02
C: 1.233 4.476 -1.598  0.00
H: -5.792 -0.924 4.092  0.00
C: -3.416 -0.814 -1.769  0.01
C: -2.385 1.350 -2.113  0.04
N: -3.624 -0.009 2.031  0.00
C: 1.817 -4.863 -2.097  0.00
O: -0.218 2.110 1.085  0.03
C: 2.050 -3.431 -2.158  0.00
H: 1.623 -1.135 2.563  0.01
C: -5.955 -0.588 3.059  0.00
H: -4.276 -1.419 -1.494  0.00
C: 1.887 3.179 -1.809  0.00
H: -4.432 1.081 -1.502  0.00
H: 4.140 1.435 0.153  0.01
H: 2.001 -5.229 -1.080  0.00
H: 2.507 -5.375 -2.780  0.00
H: 1.936 5.306 -1.805  0.00
H: 0.788 -5.100 -2.394  0.00
H: 5.166 2.402 2.245  0.00
H: 2.442 -0.054 -0.818  0.01
H: -0.105 -1.147 -2.610  0.01
C: 3.840 1.100 1.148  0.39
N: 2.303 -0.440 0.113  0.38
C: 3.023 0.116 3.643  0.22
C: -4.671 -0.272 2.452  0.00
H: -6.588 0.307 3.079  0.00
C: -1.151 0.744 -2.403  0.02
H: -2.460 2.441 -2.128  0.00
C: 2.830 0.102 1.226  0.14
C: 4.020 1.105 3.560  0.18
C: -0.842 1.338 0.494  0.02
N: 2.301 -2.293 -2.237  0.00
C: 4.412 1.602 2.313  0.26
H: -0.273 1.337 -2.644  0.00
H: 4.482 1.529 4.465  0.00
C: -1.053 -0.665 -2.402  0.03
C: -1.194 -1.532 0.585  0.02
C: 2.417 -0.380 2.500  0.37
H: 2.703 -0.255 4.621  0.00
H: -6.453 -1.390 2.496  0.00
C: -3.497 0.586 -1.760  0.00
Re: -1.846 -0.035 -0.585  0.75
H: 0.888 4.547 -0.545  0.00
C: -2.213 -1.435 -2.146  0.04
H: 1.721 -1.253 0.148  0.01

The relative energy (zero: lowest compared OMol25 entry of this formula, charge and spin) is 17.0 kcal per mole. The value obtained for the HOMO energy (alpha / beta) is -21.86 / -21.86 eV. As for the frontier orbital gap (alpha / beta): 7.3 / 4.5 eV. The expectation value of S² is 3.774. The total charge is +4. The multiplicity is 4.


Entry 4:
This record from the OMol25 dataset describes the molecule C20H22N4O6. The level of theory is ωB97M-V with the def2-TZVPD basis set.

Last column: natural (NBO) charge in e.
Geometry (Å):
C: 0.019 -3.467 -0.018  -0.22
H: 2.563 -1.785 -1.465  0.20
H: 1.625 4.055 -0.991  0.23
C: 1.319 -3.089 -0.307  -0.21
H: -0.167 -4.252 0.699  0.22
C: -2.884 1.961 -0.452  -0.50
O: 0.928 -1.602 2.772  -0.62
O: 3.250 2.501 -1.278  -0.62
C: 0.492 -1.437 -1.839  -0.20
H: -1.596 -0.670 -3.193  0.23
N: 3.168 0.725 0.129  -0.43
H: -1.023 0.670 3.235  0.25
H: 4.549 -0.587 -0.771  0.20
C: 1.552 -2.074 -1.218  -0.22
N: 3.086 -1.116 1.528  -0.78
C: -0.812 -1.833 -1.579  -0.04
H: -4.560 -0.442 -1.102  0.19
H: -2.050 -3.172 -0.453  0.20
C: -2.891 0.676 1.666  0.82
H: 5.183 0.372 0.601  0.21
H: -1.375 -1.082 3.250  0.21
C: 0.447 -0.578 2.278  0.57
C: 0.828 3.471 -0.540  -0.44
H: 0.089 3.202 -1.297  0.25
H: -4.650 1.214 0.614  0.24
N: -2.526 -0.100 -1.453  -0.42
C: 2.487 -0.046 1.016  0.55
C: 2.624 1.881 -0.450  0.81
O: -0.378 2.097 1.378  -0.64
C: 0.639 1.574 0.970  0.70
O: -3.234 1.143 2.717  -0.59
H: -2.238 2.578 0.172  0.27
N: 1.403 2.253 0.013  -0.45
O: -1.149 1.574 -2.133  -0.65
C: 4.520 0.380 -0.266  -0.44
C: 1.183 0.308 1.415  -0.44
C: -0.990 -0.254 2.643  -0.16
H: -3.451 -1.259 0.027  0.21
H: 2.144 -3.593 0.176  0.21
C: -1.958 -1.144 -2.276  -0.24
H: 4.850 1.148 -0.964  0.27
C: -2.056 1.160 -1.440  0.70
H: 2.479 -1.672 2.149  0.46
C: -3.638 0.897 0.360  -0.32
H: 0.347 4.025 0.264  0.22
H: -2.750 -1.857 -2.523  0.21
C: -1.040 -2.849 -0.659  -0.16
C: -3.619 -0.343 -0.544  -0.20
H: -3.564 2.614 -1.001  0.24
O: -1.812 -0.091 1.497  -0.51
H: 3.963 -1.454 1.179  0.40
H: 0.674 -0.633 -2.536  0.23

Its SMILES is Cn1c(N)c(C(=O)COC(=O)[C@H]2CC(=O)N(Cc3ccccc3)C2)c(=O)n(C)c1=O. The value obtained for the HOMO energy is -8.91 eV. As for the frontier orbital gap: 9.4 eV. The multiplicity is 1.


Entry 5:
This record from the OMol25 dataset describes C20H22N4OS as an isolated structure. The level of theory is ωB97M-V with the def2-TZVPD basis set.

Last column: natural (NBO) charge in e.
Geometry (Å):
H: 4.202 1.451 -2.571  0.26
C: -2.945 -1.430 4.766  0.15
C: -4.412 -1.431 2.591  -0.09
N: -1.690 -1.381 6.785  -0.57
C: 2.375 -1.070 -3.888  -0.19
H: -2.241 2.211 0.009  0.25
S: -3.157 -2.085 7.055  0.95
H: -4.356 -1.190 1.489  0.16
H: 0.930 1.594 0.928  0.26
H: 0.221 1.135 -3.895  0.27
C: 4.921 -0.066 -3.876  0.12
C: -2.009 -0.432 2.527  -0.25
C: 1.596 0.698 -2.281  0.03
H: 0.416 -0.101 5.196  0.25
C: -0.534 -0.380 4.669  -0.20
H: -1.422 2.265 -2.423  0.26
C: 3.939 0.562 -3.134  -0.21
H: 2.653 0.438 -0.413  0.26
C: 5.707 -1.867 -5.341  -0.41
H: 5.821 -2.862 -4.912  0.25
C: 3.388 -1.669 -4.612  0.10
H: 3.221 -2.558 -5.208  0.26
H: -2.187 -0.185 1.448  0.20
H: 5.939 0.303 -3.901  0.26
H: 0.124 0.445 2.657  0.18
C: -1.646 -1.043 5.435  0.07
H: 6.640 -1.315 -5.252  0.25
N: -3.907 -2.061 5.546  -0.56
C: 0.814 1.473 -0.141  0.11
C: -1.277 2.704 0.128  -0.42
C: -3.039 -1.079 3.312  -0.03
N: -0.288 1.975 -0.704  -0.24
C: 1.771 0.833 -0.905  -0.20
H: -4.797 0.936 1.877  0.15
H: 5.405 -1.922 -6.385  0.25
H: -1.319 3.732 -0.230  0.25
C: -0.507 1.843 -2.025  0.11
C: 0.419 1.207 -2.831  -0.20
H: -4.405 1.263 3.662  0.18
H: -6.123 1.348 3.137  0.22
C: -5.150 0.803 2.942  -0.26
N: 4.638 -1.171 -4.587  -0.24
C: -0.681 -0.064 3.255  -0.23
O: -5.412 -0.581 3.193  -0.53
H: 1.385 -1.510 -3.916  0.26
H: -0.975 2.683 1.173  0.25
H: -4.689 -2.509 2.767  0.23
C: 2.639 0.060 -3.115  0.03

The value obtained for the HOMO energy is -12.59 eV. As for the frontier orbital gap: 4.7 eV. The total charge is +2. The multiplicity is 1.


Number 1: energy -31151.1272 eV. Number 2: energy -34348.0940 eV. Number 3: energy -33234.2886 eV. Number 4: energy -39345.5198 eV. Number 5: energy -39922.0991 eV.